Arrangement a

DFT (the ωB97M-V functional and the def2-TZVPD basis) results for a structure of composition C45H43Cl2N3O5P2S2Zr.

Each line ends with the Mulliken charge.
Positions of all 103 atoms, in Å:
Zr 0.0247 -0.0907 0.0285  -0.307
C 0.5266 -0.0504 3.5333  -0.842
N 1.0423 1.2234 2.9948  0.431
P 2.3231 0.8740 1.8390  0.581
C 3.3084 2.3805 1.7627  0.608
C 3.7957 2.7925 0.5285  0.069
C 4.6450 3.8884 0.4480  -0.679
C 5.0004 4.5693 1.6007  -0.651
C 4.5112 4.1600 2.8379  -0.818
C 3.6707 3.0654 2.9229  -0.608
C 3.4129 -0.2781 2.7144  1.107
C 3.6084 -0.2550 4.0962  -0.606
C 4.5432 -1.0931 4.6777  -0.813
C 5.3040 -1.9482 3.8879  -0.744
C 5.1284 -1.9620 2.5137  -0.624
C 4.1809 -1.1319 1.9299  -0.790
P -0.2025 1.9146 1.9914  0.816
C -1.6015 2.2187 3.0741  1.111
C -2.8435 2.3900 2.4646  -0.929
C -3.9502 2.7180 3.2334  -0.605
C -3.8164 2.8764 4.6058  -0.691
C -2.5783 2.7109 5.2139  -0.873
C -1.4663 2.3886 4.4521  -0.510
C 0.3905 3.5161 1.4670  0.421
C 0.5653 3.7840 0.1134  -0.189
C 0.9757 5.0440 -0.2984  -0.951
C 1.2096 6.0334 0.6432  -0.586
C 1.0277 5.7720 1.9993  -0.737
C 0.6049 4.5231 2.4113  -1.016
H 1.2928 -0.5776 4.0932  0.520
H 0.1887 -0.7597 2.7496  -0.075
H -0.3305 0.1295 4.1748  0.460
H 3.5038 2.2671 -0.3750  0.230
H 5.0222 4.2107 -0.5132  0.497
H 5.6604 5.4242 1.5400  0.424
H 4.7935 4.6953 3.7346  0.463
H 3.2890 2.7502 3.8855  0.345
H 3.0400 0.4239 4.7206  0.373
H 4.6878 -1.0733 5.7494  0.476
H 6.0396 -2.5945 4.3473  0.430
H 5.7318 -2.6110 1.8924  0.538
H 4.0587 -1.1434 0.8524  0.480
H -2.9519 2.2743 1.3907  0.364
H -4.9133 2.8575 2.7608  0.521
H -4.6771 3.1411 5.2054  0.433
H -2.4766 2.8456 6.2823  0.473
H -0.4974 2.2733 4.9224  0.498
H 0.3859 3.0212 -0.6321  0.575
H 1.1051 5.2470 -1.3530  0.533
H 1.5228 7.0194 0.3269  0.454
H 1.2090 6.5493 2.7291  0.457
H 0.4535 4.3294 3.4669  0.473
Cl -1.5622 -3.3330 0.0726  -0.027
C -1.3416 -3.2832 -1.6670  -0.517
Cl -0.7060 -1.6967 -2.2461  0.047
H -2.3018 -3.4065 -2.1523  0.442
H -0.6185 -4.0326 -1.9650  0.399
O -0.4499 2.3818 -3.5943  -0.754
C -1.7973 2.5283 -3.5953  0.617
C -2.3363 3.2534 -4.6586  -0.712
C -3.6963 3.4461 -4.7519  -0.382
C -4.5607 2.9202 -3.7885  -0.866
C -4.0363 2.2061 -2.7397  -0.813
C -2.6513 1.9942 -2.6184  -0.210
C -2.1550 1.2258 -1.4788  0.795
O -0.8200 1.1622 -1.3294  1.558
N -2.9493 0.6298 -0.6631  -0.453
N -2.2941 -0.0717 0.3707  0.198
C -3.1642 -0.4828 1.2437  -0.242
S -2.7086 -1.4318 2.6230  0.025
C -4.2504 -1.1198 3.5242  -0.514
C -5.3620 -1.1335 2.4954  -0.729
S -4.8498 -0.1228 1.0791  0.065
H -0.1960 1.9121 -2.7845  0.194
H -1.6575 3.6556 -5.3975  0.507
H -4.0942 4.0153 -5.5816  0.408
H -5.6273 3.0731 -3.8679  0.454
H -4.6860 1.7901 -1.9822  0.509
H -4.1691 -0.1578 4.0301  0.092
H -4.3669 -1.9136 4.2601  0.525
H -6.2811 -0.7047 2.8919  0.451
H -5.5639 -2.1468 2.1500  0.381
C 3.1937 -6.2084 1.0976  -0.740
O 3.7192 -5.6515 -0.1109  -0.433
C 3.3108 -4.4522 -0.5003  0.927
C 3.8987 -3.9729 -1.6922  -1.091
C 3.5732 -2.7318 -2.1447  -1.500
C 2.6373 -1.9034 -1.4696  0.733
C 2.4609 -0.5510 -1.8940  0.692
C 3.2890 0.0421 -2.9894  -2.446
O 1.6413 0.2433 -1.3401  0.475
C 2.0292 -2.4338 -0.2981  -0.208
O 1.1343 -1.7234 0.3882  -0.039
C 2.3735 -3.6850 0.1905  -0.076
H 3.6716 -7.1759 1.2029  0.265
H 2.1134 -6.3371 1.0199  0.314
H 3.4448 -5.5727 1.9479  0.305
H 4.6079 -4.6030 -2.2089  0.514
H 4.0432 -2.3724 -3.0491  0.522
H 4.3500 -0.0144 -2.7427  0.463
H 2.9982 1.0783 -3.1364  0.345
H 3.1425 -0.5027 -3.9234  0.568
H 1.9149 -4.0210 1.1074  0.448

Its multiplicity is 1. The total charge is +2. Its HOMO-LUMO gap is 6.4 eV. The HOMO energy comes out at -12.4966 eV.


Arrangement b

DFT (the ωB97M-V functional and the def2-TZVPD basis) results for a structure of composition C45H43Cl2N3O5P2S2Zr.

Each line ends with the Mulliken charge.
Positions of all 103 atoms, in Å:
Zr -0.3472 -0.7072 -1.1447  -1.508
C 1.9272 3.1790 0.1717  -1.204
N 1.7184 1.7290 0.0439  1.535
P 0.7723 0.7491 1.0861  0.806
C 1.8721 0.3520 2.4769  1.287
C 3.0673 1.0345 2.6882  -0.698
C 3.8358 0.7583 3.8113  -0.786
C 3.4154 -0.1994 4.7238  -0.837
C 2.2194 -0.8745 4.5204  -0.614
C 1.4456 -0.5960 3.4051  -0.599
C -0.4976 1.7218 1.9414  1.032
C -1.8468 1.4474 1.7199  -0.328
C -2.8285 2.1533 2.3980  -1.047
C -2.4708 3.1393 3.3038  -0.771
C -1.1290 3.4000 3.5562  -1.042
C -0.1470 2.6845 2.8930  -0.659
P 1.9134 0.8614 -1.4096  0.914
C 2.2289 2.1278 -2.6456  0.086
C 1.1301 2.7891 -3.1964  -0.191
C 1.3246 3.8401 -4.0791  -0.977
C 2.6143 4.2322 -4.4096  -0.622
C 3.7102 3.5843 -3.8543  -0.794
C 3.5236 2.5323 -2.9709  -0.562
C 3.4072 -0.1702 -1.3690  0.816
C 4.0743 -0.5261 -0.2044  -0.537
C 5.1329 -1.4252 -0.2551  -0.477
C 5.5220 -1.9800 -1.4642  -0.668
C 4.8563 -1.6296 -2.6332  -0.850
C 3.8043 -0.7301 -2.5867  -0.674
H 1.6335 3.4937 1.1681  0.509
H 1.3269 3.7272 -0.5542  0.213
H 2.9758 3.4371 0.0226  0.367
H 3.4085 1.7749 1.9754  0.323
H 4.7610 1.2950 3.9729  0.507
H 4.0158 -0.4125 5.5978  0.427
H 1.8859 -1.6117 5.2393  0.514
H 0.4989 -1.1060 3.2646  0.379
H -2.1369 0.6688 1.0276  0.721
H -3.8732 1.9394 2.2129  0.515
H -3.2368 3.6954 3.8277  0.452
H -0.8483 4.1505 4.2830  0.476
H 0.8927 2.8614 3.1396  0.439
H 0.1277 2.4939 -2.9107  0.390
H 0.4733 4.3530 -4.5062  0.495
H 2.7655 5.0504 -5.1010  0.425
H 4.7133 3.8991 -4.1084  0.453
H 4.3805 2.0270 -2.5446  0.539
H 3.7807 -0.0994 0.7434  0.086
H 5.6596 -1.6802 0.6555  0.497
H 6.3515 -2.6734 -1.5010  0.422
H 5.1687 -2.0462 -3.5816  0.463
H 3.3065 -0.4417 -3.5058  0.567
Cl -0.8599 0.3422 -4.6021  0.026
C -0.0599 -1.1675 -4.9859  -0.596
Cl 0.6058 -1.9275 -3.4929  0.034
H 0.7819 -0.9874 -5.6441  0.431
H -0.7686 -1.8676 -5.4129  0.448
O -5.5012 1.4917 -1.6319  -0.649
C -4.6893 2.4900 -1.2561  0.439
C -5.2914 3.6862 -0.8624  -0.790
C -4.5217 4.7594 -0.4713  -0.420
C -3.1263 4.6760 -0.4520  -1.046
C -2.5250 3.4982 -0.8221  -0.181
C -3.2854 2.3879 -1.2267  0.010
C -2.5936 1.1545 -1.5590  0.805
O -1.2868 1.0630 -1.3128  0.832
N -3.2260 0.1249 -2.0338  -0.978
N -2.3879 -0.9870 -2.1449  0.802
C -3.0152 -2.0629 -2.5123  -0.107
S -2.2523 -3.6245 -2.4616  0.039
C -3.5348 -4.4492 -3.4473  -0.683
C -4.8633 -3.8354 -3.0597  -0.579
S -4.6718 -2.0319 -3.0149  -0.011
H -4.9610 0.7225 -1.8940  0.435
H -6.3709 3.7442 -0.8851  0.500
H -5.0091 5.6803 -0.1791  0.435
H -2.5309 5.5247 -0.1467  0.481
H -1.4473 3.3988 -0.7978  0.311
H -3.4928 -5.5101 -3.2066  0.441
H -3.3133 -4.3073 -4.5035  0.297
H -5.1943 -4.1714 -2.0784  0.319
H -5.6340 -4.0626 -3.7947  0.431
C -2.3923 -3.9047 5.7031  -0.937
O -2.5899 -3.1417 4.5070  -0.454
C -1.6550 -3.1453 3.5675  0.824
C -0.4444 -3.8711 3.6642  -1.055
C 0.4451 -3.8186 2.6283  -1.341
C 0.2131 -3.0357 1.4761  0.881
C 1.1363 -3.0394 0.3916  0.452
C 2.2993 -3.9780 0.3560  -2.318
O 1.0127 -2.2582 -0.6004  0.263
C -1.0094 -2.3052 1.4062  0.182
O -1.3162 -1.5792 0.3336  0.235
C -1.9259 -2.3790 2.4353  -0.334
H -3.2776 -3.7355 6.3055  0.275
H -1.5106 -3.5570 6.2415  0.369
H -2.3037 -4.9665 5.4730  0.385
H -0.2284 -4.4706 4.5346  0.537
H 1.3642 -4.3833 2.7042  0.497
H 1.9700 -5.0101 0.4750  0.504
H 2.9842 -3.7472 1.1750  0.468
H 2.8326 -3.8628 -0.5839  0.310
H -2.8580 -1.8355 2.3654  0.571

Its multiplicity is 1. The total charge is +2. Its HOMO-LUMO gap is 6.9 eV. The HOMO energy comes out at -12.4613 eV.


arrangement b ends up most stable, edging out the next structure by 1.224 eV.


Arrangement a

DFT (the ωB97M-V functional and the def2-TZVPD basis) results for a cluster of 2 separate species, C3H9N2 in total.

Each line ends with the Mulliken charge.
Positions of all 14 atoms, in Å:
C -2.2947 0.2524 -0.1376  -1.010
C -0.9026 -0.3758 -0.5831  0.630
C 0.2493 0.3289 -0.5310  -0.320
N 3.4009 1.0295 1.5130  -0.647
N -1.1008 -1.7000 -0.9937  -0.399
H -3.1953 -0.1150 -0.6159  0.369
H -2.2919 -0.2310 0.8411  0.351
H -2.2672 1.3690 -0.0317  0.360
H 0.2395 1.3926 -0.7655  0.384
H 3.4343 0.3392 2.3051  0.246
H 4.2290 0.9215 0.9816  0.237
H 2.5544 0.8571 0.9471  0.217
H -0.2765 -2.2117 -1.1620  0.278
H -1.7784 -1.8566 -1.7674  0.303

Its multiplicity is 1. The total charge is +1. Its HOMO-LUMO gap is 4.2 eV. The HOMO energy comes out at -12.7003 eV.


Arrangement b

DFT (the ωB97M-V functional and the def2-TZVPD basis) results for a cluster of 2 separate species, C3H9N2 in total.

Each line ends with the Mulliken charge.
Positions of all 14 atoms, in Å:
C -0.0929 -1.0627 -2.5229  -0.178
C -1.3524 0.5580 1.5900  -0.999
C 0.0153 1.0783 1.3810  0.281
N 0.8662 -0.8226 -1.7437  -0.537
N 0.8631 0.6661 0.4888  -0.180
H 0.2493 -1.6361 -3.4328  0.226
H -1.0779 -0.7852 -2.2212  0.238
H -1.3036 -0.5302 1.7717  0.341
H -2.1339 1.0912 2.1848  0.340
H -1.8268 0.5351 0.6417  0.308
H 0.3461 1.7940 2.1881  0.363
H 0.7228 0.0280 -0.3210  0.313
H 1.8194 -1.2915 -2.0085  0.201
H 1.8647 1.0199 0.7002  0.284

Its multiplicity is 1. The total charge is +1. Its HOMO-LUMO gap is 10.3 eV. The HOMO energy comes out at -14.7263 eV.


Arrangement c

DFT (the ωB97M-V functional and the def2-TZVPD basis) results for a cluster of 2 separate species, C3H9N2 in total.

Each line ends with the Mulliken charge.
Positions of all 14 atoms, in Å:
C -2.4215 1.7460 0.5842  0.090
C 0.8187 0.5418 -0.8026  -0.713
C 0.9640 -1.4383 0.4227  -1.011
N 0.0177 -0.4487 -0.1223  -0.173
N -1.7161 0.9231 0.9725  -0.450
H -3.0071 2.4537 0.0383  0.328
H 1.0170 0.2381 -1.7931  0.331
H 0.3075 1.4292 -0.6694  0.316
H 1.7526 0.6478 -0.1145  0.292
H 1.7471 -0.9465 1.0549  0.322
H 0.4230 -2.1873 0.9440  0.401
H 1.3833 -1.8808 -0.4025  0.446
H -0.6832 -0.1757 0.6330  0.500
H -0.6030 -0.9023 -0.7453  0.320

Its multiplicity is 1. The total charge is +1. Its HOMO-LUMO gap is 14.4 eV. The HOMO energy comes out at -17.3422 eV.


arrangement b ends up most stable, edging out the next structure by 0.075 eV.


Arrangement a

DFT (the ωB97M-V functional and the def2-TZVPD basis) results for the ion C3H9N2 with charge +1.

Each line ends with the Mulliken charge.
Positions of all 14 atoms, in Å:
C -0.6434 -1.2985 0.8972  -1.061
C -0.2078 -0.9321 -0.5258  -0.211
N 1.3286 0.8340 0.5447  -0.332
C 0.3913 1.4090 -0.2646  -0.339
N -0.5285 0.4394 -0.8206  -0.190
H -0.4549 -2.3479 1.1193  0.344
H -1.7122 -1.1134 1.0147  0.332
H -0.1426 -0.6585 1.6233  0.315
H -0.7199 -1.5440 -1.2596  0.386
H 0.9020 -1.0409 -0.5905  0.281
H -0.2701 2.1081 0.3049  0.408
H 2.0054 1.5448 0.8631  0.300
H 0.7977 1.9963 -1.1083  0.468
H -0.7456 0.6037 -1.7979  0.298

Its multiplicity is 1. The total charge is +1. Its HOMO-LUMO gap is 6.8 eV. The HOMO energy comes out at -15.2318 eV.


Arrangement b

DFT (the ωB97M-V functional and the def2-TZVPD basis) results for a cluster of 2 separate species, C3H9N2 in total.

Each line ends with the Mulliken charge.
Positions of all 14 atoms, in Å:
C 1.9565 1.1558 0.4311  -1.116
C 0.6286 1.0145 -0.2164  0.807
C -0.3919 0.4497 0.4389  -0.239
N -2.2025 -2.9132 0.8841  -0.641
N 0.6572 1.4173 -1.5637  -0.352
H 2.5812 1.8616 -0.0912  0.363
H 2.5232 0.1969 0.4168  0.305
H 1.8592 1.6043 1.4345  0.363
H -1.4317 0.7653 0.3939  0.368
H -3.1057 -2.6362 1.3329  0.241
H -2.3220 -3.8214 0.4204  0.245
H -2.0439 -2.1651 0.1874  0.169
H -0.2035 1.2807 -2.0857  0.246
H 1.4954 1.7898 -1.9831  0.240

Its multiplicity is 1. The total charge is +1. Its HOMO-LUMO gap is 4.7 eV. The HOMO energy comes out at -12.8228 eV.


Arrangement c

DFT (the ωB97M-V functional and the def2-TZVPD basis) results for the ion C3H9N2 with charge +1.

Each line ends with the Mulliken charge.
Positions of all 14 atoms, in Å:
C -1.0525 -0.8616 1.3783  -1.347
C -0.1991 -0.0624 0.4428  1.067
N -0.0971 1.2468 0.7587  -0.474
C 0.2947 -0.6831 -0.6436  -0.807
N 0.8927 0.1155 -1.7598  -0.276
H -0.8543 -1.9226 1.2460  0.360
H -0.8898 -0.6478 2.4313  0.411
H -2.1008 -0.7416 1.1236  0.318
H -0.7327 1.6384 1.4361  0.235
H 0.3308 1.9907 0.2305  0.145
H 0.5908 -1.7110 -0.7140  0.346
H 0.7303 1.1095 -1.6040  0.295
H 1.8965 -0.0321 -1.9044  0.354
H 0.4433 -0.1440 -2.6397  0.374

Its multiplicity is 1. The total charge is +1. Its HOMO-LUMO gap is 9.6 eV. The SMILES is C/C(N)=C/[NH3+]. The HOMO energy comes out at -13.2694 eV.


arrangement c ends up most stable, edging out the next structure by 4.140 eV.


Arrangement a

DFT (the ωB97M-V functional and the def2-TZVPD basis) results for a cluster of 2 separate species, C3H9N2 in total.

Each line ends with the Mulliken charge.
Positions of all 14 atoms, in Å:
C 1.9284 0.7562 -0.1793  -0.693
C 1.2223 -0.2629 0.3307  -0.023
C 0.1111 -0.8320 -0.3581  0.269
N -0.5231 -1.8779 0.0688  -0.279
N -1.5775 1.1749 0.0506  -0.731
H 2.7894 1.1547 0.3310  0.281
H 1.6634 1.2129 -1.1201  0.251
H 1.5063 -0.7053 1.2777  0.263
H -0.1647 -0.4184 -1.3207  0.337
H -0.2880 -2.2979 0.9612  0.254
H -1.2803 -2.2956 -0.4598  0.280
H -1.4170 1.4859 1.0028  0.270
H -1.4091 1.9684 -0.5579  0.262
H -2.5611 0.9369 -0.0270  0.257

Its multiplicity is 1. The total charge is +1. Its HOMO-LUMO gap is 9.5 eV. The HOMO energy comes out at -14.4493 eV.


Arrangement b

DFT (the ωB97M-V functional and the def2-TZVPD basis) results for the ion C3H9N2 with charge +1.

Each line ends with the Mulliken charge.
Positions of all 14 atoms, in Å:
C -0.0166 0.3418 1.7258  -1.159
C -0.2695 0.0414 0.2876  0.337
N -1.5491 -0.8250 -0.0540  -0.373
C 0.3393 0.4405 -0.9010  -0.436
N 1.5879 0.1663 -1.2563  -0.355
H -0.8419 -0.0824 2.4171  0.257
H 1.0273 -0.1445 2.0553  0.251
H 0.3282 1.1860 2.2581  0.384
H -2.4382 -0.3559 0.0985  0.306
H -1.3739 -1.0220 -1.0150  0.370
H -1.3401 -1.6187 0.6526  0.418
H -0.2916 0.9677 -1.5705  0.426
H 2.3265 -0.1815 -0.6008  0.297
H 2.0132 0.9201 -1.7979  0.275

Its multiplicity is 1. The total charge is +1. Its HOMO-LUMO gap is 8.3 eV. The SMILES is C/C([NH3+])=C\N. The HOMO energy comes out at -12.1266 eV.


Arrangement c

DFT (the ωB97M-V functional and the def2-TZVPD basis) results for a structure of composition C3H9N2.

Each line ends with the Mulliken charge.
Positions of all 14 atoms, in Å:
C 0.7884 -0.0056 -0.9925  -0.958
C 0.2903 1.1333 -0.4683  -0.195
C -1.5699 -0.9829 0.9565  -0.325
N -0.7530 -1.6502 0.2528  -0.256
N 1.1793 1.9346 0.1359  -0.308
H 0.2971 -1.0615 -0.2427  0.440
H 1.8486 -0.3831 -1.1625  0.396
H 0.1749 -0.3453 -1.8931  0.358
H -0.7804 1.3792 -0.2920  0.499
H -2.5079 -1.3637 1.2487  0.333
H -1.1293 -0.0885 1.5041  0.324
H -0.9615 -2.6277 0.2044  0.209
H 2.0425 1.6120 -0.2343  0.248
H 1.0811 2.4495 0.9829  0.236

Its multiplicity is 1. The total charge is +1. Its HOMO-LUMO gap is 9.3 eV. The HOMO energy comes out at -13.7068 eV.


arrangement a ends up most stable, edging out the next structure by 2.470 eV.